[1]
11
Properties=species:S:1:pos:R:3:forces:R:3:nbo_charge:R:1 method="wB97M-V/def2-TZVPD" e_tot_ha=-699.557273 homo_ev="-8.48 / -8.22" lumo_energy_ha="-0.039 / -0.036" mol_weight_da=116.14 fmax_ha_per_bohr=0.069 spin_multiplicity=1
S 2.594022 -0.092824 0.865315 0.802 -3.045 1.549 0.72
O 2.399707 1.207969 0.308083 -0.512 3.240 -1.413 -0.74
N -0.160177 -0.277123 -1.014096 -0.794 1.847 -1.356 -0.51
N -0.566008 -0.775770 1.043315 2.102 -2.257 1.153 -0.46
C -1.195777 0.359457 0.809033 0.634 0.866 -0.197 -0.10
C 0.121653 -1.111872 -0.028828 -0.755 -1.560 0.711 0.12
C -0.962537 0.717415 -0.509818 -2.073 1.006 0.091 -0.12
H -1.628380 1.394760 -1.103688 1.504 -0.528 0.318 0.23
H -1.442857 0.842279 1.745154 -1.139 0.633 -0.714 0.23
H 0.145076 -0.242878 -1.967535 0.303 -0.393 -0.090 0.42
H 0.695280 -2.021415 -0.146932 -0.072 0.192 -0.051 0.21

[2]
17
Properties=species:S:1:pos:R:3:forces:R:3:nbo_charge:R:1 method="wB97M-V/def2-TZVPD" e_tot_ha=-272.526487 homo_ev=-8.07 lumo_energy_ha=-0.020 mol_weight_da=94.16 fmax_ha_per_bohr=0.009 spin_multiplicity=1
C -0.974967 -0.714897 -0.120538 -0.251 -0.031 -0.125 -0.11
C 0.109938 -1.136873 0.882819 0.075 -0.076 0.179 -0.33
C 0.488741 -0.698193 -0.508830 0.161 0.003 -0.149 -0.38
C 1.342956 0.848114 0.969969 -0.041 0.054 0.023 -0.39
C -1.858647 0.505402 -0.037331 0.057 0.056 0.084 -0.63
C 1.129451 0.639915 -0.441720 -0.093 -0.204 0.388 0.07
C 0.676005 -0.076351 1.722591 -0.105 0.037 -0.161 -0.02
H 0.777597 -1.398461 -1.287358 -0.028 0.095 0.092 0.26
H -1.498008 -1.584647 -0.513496 0.030 0.068 -0.010 0.22
H -1.308504 1.367661 0.341839 -0.112 -0.005 -0.037 0.22
H 0.500363 -0.016228 2.797432 0.050 0.022 -0.200 0.21
H -2.727205 0.325874 0.604773 0.158 -0.041 -0.038 0.21
H 1.821476 1.727133 1.387345 -0.041 -0.035 -0.054 0.22
H -2.237515 0.758081 -1.034871 0.154 -0.048 0.165 0.23
H 1.848730 0.893697 -2.797920 0.007 0.029 -0.165 0.03
H 2.003296 0.842598 -3.530038 0.016 -0.019 0.039 -0.05
H 0.087901 -2.162892 1.235500 -0.037 0.095 -0.029 0.24

[3]
58
Properties=species:S:1:pos:R:3:forces:R:3:nbo_charge:R:1 method="wB97M-V/def2-TZVPD" e_tot_ha=-1469.543934 homo_ev=-8.15 lumo_energy_ha=0.020 mol_weight_da=423.48 fmax_ha_per_bohr=0.010 spin_multiplicity=1
F 6.532314 -0.487592 0.423791 -0.066 -0.139 -0.185 -0.33
F 6.474072 1.624562 0.820338 -0.084 0.234 -0.147 -0.32
F 5.478788 0.253144 2.143613 -0.190 -0.013 0.035 -0.33
O -3.762700 -0.187362 -0.929652 -0.257 0.155 -0.350 -0.63
O -0.489220 -4.072043 1.785895 0.012 -0.172 0.325 -0.63
N 1.917198 -1.698140 -1.224573 -0.235 -0.307 0.000 -0.42
N -2.315097 -0.035454 0.831985 0.149 0.014 0.297 -0.45
N -0.217401 -3.016164 -0.169111 0.349 -0.071 -0.280 -0.45
C -2.107822 1.405153 0.853364 -0.270 0.104 -0.409 -0.03
C -3.139501 -0.684076 -0.016869 -0.009 -0.431 0.008 0.69
C 2.586247 -0.533694 -0.965976 0.316 0.326 0.078 0.20
C 5.731206 0.510031 0.841838 0.302 -0.082 0.332 0.96
C -0.507953 -2.023205 -1.186812 -0.207 0.221 -0.323 -0.23
C 0.743151 -1.797052 -2.050918 -0.202 0.046 0.062 -0.21
C -3.189011 3.655934 1.055392 -0.144 -0.065 -0.206 -0.39
C -1.149212 3.377267 -0.369334 -0.154 -0.066 -0.203 -0.40
C -0.856421 -3.207273 1.010148 -0.362 0.074 0.279 0.70
C -2.042825 -2.328552 1.406099 -0.013 -0.158 0.148 -0.31
C -1.381072 1.870399 -0.410742 0.183 0.089 0.237 -0.41
C 3.785722 -0.558548 -0.238813 -0.044 0.060 -0.005 -0.28
C 2.196811 -2.906697 -0.467490 0.076 -0.181 0.017 -0.21
C 2.835065 1.876233 -1.131981 0.067 -0.007 0.073 -0.17
C -3.157032 -2.156760 0.371312 -0.046 0.031 -0.027 -0.49
C -1.617316 -0.888605 1.764987 0.133 0.050 0.258 -0.19
C -3.434259 2.151454 1.007227 0.145 0.118 0.219 -0.42
C 0.962550 -3.813978 -0.441218 0.240 -0.163 0.136 -0.24
C 2.140176 0.719735 -1.416214 -0.118 -0.055 -0.098 -0.27
C -2.472530 4.118251 -0.209253 0.188 0.101 0.246 -0.40
C 4.469934 0.613719 0.035861 -0.051 0.143 -0.056 -0.06
C 4.005744 1.847541 -0.392771 0.154 -0.127 0.091 -0.27
H 2.445036 -2.634610 0.563151 0.015 -0.043 -0.053 0.21
H -3.936067 1.818925 1.918730 -0.038 -0.057 -0.002 0.21
H -1.327502 -2.352489 -1.836937 0.014 0.096 0.011 0.20
H -0.795420 -1.080896 -0.722256 0.029 0.006 -0.059 0.22
H 3.045067 -3.454143 -0.899387 0.019 -0.027 0.122 0.19
H -4.135213 -2.368596 0.807126 0.021 -0.003 -0.036 0.24
H -2.293037 5.194073 -0.164329 -0.046 0.028 -0.073 0.21
H -0.532726 -0.747314 1.677792 -0.041 -0.002 0.026 0.20
H 1.236457 0.806795 -1.997424 -0.086 -0.023 -0.029 0.21
H -0.491201 3.619152 0.469256 0.082 0.060 0.021 0.19
H 1.059492 -4.545290 0.362664 0.033 0.087 -0.216 0.27
H 2.452783 2.820572 -1.488176 -0.057 0.090 -0.054 0.22
H -3.105763 3.916803 -1.075356 -0.051 0.040 -0.080 0.20
H 4.210361 -1.489775 0.096985 0.015 -0.125 0.009 0.23
H -2.579242 3.900108 1.929182 0.004 0.075 0.073 0.19
H 4.547590 2.750579 -0.166105 0.061 0.075 0.013 0.23
H -4.072725 1.907376 0.157938 -0.024 -0.037 0.031 0.23
H -1.992497 1.610636 -1.276435 -0.004 -0.070 -0.033 0.22
H -0.651129 3.695710 -1.287127 0.090 0.030 0.028 0.21
H 0.877483 -2.632849 -2.746675 -0.085 0.133 -0.017 0.20
H 0.835481 -4.349218 -1.386141 0.032 -0.006 0.059 0.19
H -2.431372 -2.822182 2.300410 0.162 0.069 -0.183 0.25
H -0.421970 1.352351 -0.487348 -0.016 -0.071 -0.028 0.20
H 0.609884 -0.901409 -2.652459 -0.010 -0.100 -0.003 0.22
H -4.142046 4.177755 1.156194 0.012 0.034 0.088 0.21
H -1.476615 1.615591 1.724966 -0.038 -0.019 -0.047 0.20
H -1.901875 -0.638447 2.793297 0.088 -0.036 -0.061 0.20
H -3.052826 -2.797438 -0.501685 -0.040 0.067 -0.058 0.23

[4]
43
Properties=species:S:1:pos:R:3:forces:R:3:nbo_charge:R:1 method="wB97M-V/def2-TZVPD" e_tot_ha=-2139.194553 homo_ev="-12.36 / -12.36" lumo_energy_ha="-0.097 / -0.348" mol_weight_da=366.44 fmax_ha_per_bohr=0.101 charge=+1 spin_multiplicity=2 s_squared=0.76
K 1.034934 0.954208 -0.680193 -0.206 -0.052 0.138 0.95
S -0.234976 1.933055 -4.177926 1.610 0.842 4.838 2.22
F 1.038282 1.606525 -6.528280 -1.572 0.573 0.629 -0.24
F -0.163158 -0.059878 -5.954574 -0.330 1.143 0.558 -0.25
F -1.219359 1.691154 -6.727833 2.033 -0.159 1.308 -0.25
O -0.303285 3.386650 -4.221370 -0.090 -0.515 -1.554 -0.71
O 2.196190 -0.582666 4.584527 0.488 0.613 -1.134 -0.53
O -1.395829 1.273223 -3.610528 -0.796 -0.473 -1.787 -0.83
O -0.229742 -1.617302 -0.371867 3.018 -0.561 1.424 -0.58
O 0.988365 1.440031 -3.528328 -0.606 0.086 -1.464 -0.93
N -1.865901 0.898886 -0.932782 1.164 0.663 -0.428 -0.81
N 1.008884 1.935161 2.115696 0.742 -0.005 -1.451 -0.88
C -1.340336 -1.544878 -1.199973 0.329 -0.393 -1.696 -0.06
C 2.185541 0.147542 3.340153 -0.536 0.274 0.862 -0.06
C -3.682475 -0.624889 -1.287013 -1.197 -1.160 0.395 -0.63
C 0.883183 -2.553627 -0.710826 -1.182 0.210 -0.712 -0.27
C -0.144764 1.267591 -6.031324 -0.285 -1.517 -2.851 0.91
C 0.860052 0.950388 3.179554 0.025 0.238 -0.054 -0.06
C -0.393698 0.145450 2.853776 0.908 -0.523 1.304 -0.63
C 3.515567 -1.006084 4.987815 -0.818 -0.681 -0.721 -0.25
C -2.294418 -0.454231 -0.734829 -0.344 -0.790 1.075 -0.09
H -0.564936 -0.438668 3.757978 -0.517 -0.169 -0.058 0.23
H 3.074430 0.772889 3.256916 -0.010 0.800 0.617 0.16
H -3.745061 -0.608566 -2.375095 0.144 0.420 -0.023 0.22
H -1.812298 -2.524574 -1.274446 -0.535 -0.023 0.402 0.19
H -2.286076 -0.578448 0.348037 -0.428 -0.212 0.279 0.22
H 1.612215 -2.171825 -1.425551 -0.155 0.860 -0.160 0.17
H -1.224801 0.833145 2.697382 -0.074 -0.223 -0.181 0.21
H 4.219256 -0.192344 5.163189 -0.267 0.216 0.280 0.18
H 0.523413 -3.439840 -1.233605 -0.470 -0.123 0.314 0.20
H 0.625450 1.619539 4.007373 0.369 -0.978 1.082 0.19
H 1.896402 2.397008 2.253901 0.096 0.478 0.006 0.36
H 2.350570 -0.431073 2.431268 -0.477 -1.071 -0.040 0.15
H 3.366712 -1.671336 5.838331 0.111 0.468 0.205 0.21
H -2.525664 1.562501 -0.552731 -0.198 -0.124 0.566 0.38
H 1.482506 -2.880710 0.138834 -0.708 0.370 0.471 0.21
H -1.940594 1.076738 -1.924200 0.459 0.299 -0.620 0.38
H -0.969608 -1.397352 -2.214315 -0.203 0.522 -0.560 0.16
H 0.283903 2.615855 2.292203 0.032 0.330 -0.339 0.37
H 3.945702 -1.642277 4.214285 0.111 -0.037 -0.265 0.16
H -4.130787 -1.574978 -0.996410 0.289 -0.388 -0.014 0.23
H -0.236192 -0.571362 2.047881 -0.119 0.253 -0.279 0.21
H -4.387599 0.059369 -0.815100 0.193 0.518 -0.364 0.22

[5]
50
Properties=species:S:1:pos:R:3:forces:R:3:nbo_charge:R:1 method="wB97M-V/def2-TZVPD" e_tot_ha=-3984.718539 homo_ev="-6.17 / -6.19" lumo_energy_ha="-0.020 / -0.019" mol_weight_da=671.55 fmax_ha_per_bohr=0.061 spin_multiplicity=2 s_squared=0.94
Re 1.337271 0.417433 0.370629 0.945 2.590 -1.472 1.03
Br -1.612895 -1.920930 -0.470768 0.164 -0.105 0.307 0.08
O 2.200340 -0.332429 4.293984 0.000 -0.121 0.263 -0.65
O 2.470161 0.013780 2.104701 0.097 -0.138 -0.012 -0.70
N 0.038178 1.737237 1.409594 0.085 -0.172 1.056 -0.42
N 1.748424 -0.981260 -1.164408 0.457 -1.335 -0.031 -0.44
N 0.157671 -1.252732 1.571256 0.243 0.061 -0.161 -0.50
N 0.020582 0.930337 -1.068770 0.028 -0.001 -0.571 -0.60
C -0.817808 -2.091421 1.257209 -0.351 0.035 -0.428 0.18
C 2.477886 -2.099376 -1.113057 -0.478 0.845 0.268 0.08
C -1.304837 -3.072221 2.100871 0.058 -0.067 0.175 -0.28
C -1.107420 1.962352 0.705088 -0.471 0.183 -0.002 0.12
C -1.136942 1.538416 -0.659940 -0.270 -0.112 -0.245 0.26
C -3.426700 2.656272 0.542148 -0.309 0.062 -0.378 -0.24
C 0.226310 -2.273497 3.740326 -0.079 -0.077 -0.053 -0.21
C -2.337575 1.649020 -1.362378 0.739 -0.153 0.111 -0.30
C -0.954362 2.778171 3.310455 -0.617 0.363 -0.020 -0.24
C 2.604638 -2.962406 -2.193319 -0.097 -0.256 -0.897 -0.27
C -0.771615 -3.165745 3.381455 0.094 0.300 -0.320 -0.14
C -2.249638 2.544765 1.301552 0.292 -0.113 -0.074 -0.07
C 1.884692 -0.476622 3.125287 -0.002 -0.030 0.156 0.73
C 2.019353 -2.654516 -3.404029 0.123 0.207 0.653 -0.10
C 0.677440 -1.359137 2.802804 0.353 0.034 0.283 0.12
C -0.272547 0.897196 -3.549815 0.249 -0.062 0.825 -0.27
C -0.028078 0.186490 -4.721600 0.346 -0.688 -0.311 -0.18
C 1.117319 -0.685467 -2.343877 -0.007 -0.170 -0.321 0.22
C 0.686845 -0.991081 -4.710336 -0.228 0.274 -0.255 -0.24
C 0.237726 0.434446 -2.337739 -0.276 0.305 -0.023 0.17
C -3.455669 2.212380 -0.758833 -0.249 0.203 0.617 -0.17
C -2.144847 2.957359 2.646288 0.538 -0.138 0.013 -0.13
C 2.664985 1.776361 -0.253445 -1.397 -1.729 0.988 -0.52
C 1.270672 -1.462029 -3.516381 0.154 0.212 0.383 -0.10
C 0.115779 2.162448 2.667596 0.178 -0.218 -0.544 0.06
H 2.120389 -3.305967 -4.257016 0.067 -0.089 -0.133 0.22
H -2.426973 1.241453 -2.355756 0.063 0.071 -0.075 0.22
H 0.842117 -1.544822 -5.622100 -0.011 -0.115 -0.128 0.21
H -0.821865 1.823034 -3.593121 -0.130 0.029 0.079 0.23
H -2.996279 3.417982 3.123429 -0.082 0.028 0.109 0.22
H -2.071629 -3.745272 1.754283 -0.086 0.000 -0.023 0.24
H 2.982175 -2.305947 -0.178867 -0.051 0.095 0.064 0.22
H -4.307403 3.077513 0.998581 -0.127 0.111 0.066 0.21
H -0.831693 3.102767 4.330334 0.011 0.021 0.135 0.23
H 0.696889 -2.269668 4.711756 0.016 0.005 0.025 0.26
H -0.430597 0.556960 -5.654957 0.017 0.003 -0.031 0.22
H 3.615923 1.881214 0.258864 0.147 0.011 0.186 0.18
H 2.550807 2.488645 -1.062129 -0.108 0.085 -0.259 0.17
H 1.054819 2.007711 3.181102 0.036 -0.139 -0.035 0.23
H 3.187784 -3.861972 -2.073840 0.048 -0.078 -0.002 0.23
H -1.129199 -3.921438 4.064769 -0.013 -0.029 0.064 0.23
H -4.370602 2.284212 -1.327880 -0.109 0.003 -0.021 0.21

[6]
9
Properties=species:S:1:pos:R:3:forces:R:3:nbo_charge:R:1 method="wB97M-V/def2-TZVPD" e_tot_ha=-946.340769 homo_ev=-8.17 lumo_energy_ha=0.028 mol_weight_da=108.19 fmax_ha_per_bohr=0.036 spin_multiplicity=1
S 0.304489 -0.143938 2.681873 -0.281 1.256 0.097 0.18
S -0.345585 0.867635 -2.396386 -0.722 0.318 -0.886 0.21
N 0.182733 -0.041065 -1.126068 0.048 -0.393 -0.895 -0.76
N 0.525607 -0.449143 1.047552 -0.396 -0.554 -0.205 -0.65
C 0.077073 0.343290 0.163517 0.722 0.170 1.710 0.25
H -1.615994 0.372811 -2.543585 0.404 0.262 0.110 0.09
H 0.709812 -1.311111 3.103846 0.334 -0.825 0.188 0.11
H -0.265905 1.364971 0.365941 -0.289 -0.236 -0.281 0.17
H 0.427770 -1.003449 -1.296689 0.179 0.002 0.163 0.41